# 1
70
Properties=species:S:1:pos:R:3 method="wB97M-V/def2-TZVPD" homo_lumo_gap_ev=7.6 e_tot_ev=-77499.0931 homo_energy_ev=-3.60 spin_multiplicity=1 total_charge=-2
O 0.727 -0.329 -5.123
C -4.273 1.556 -0.043
H 3.073 -3.305 0.228
C 1.432 -4.358 0.245
Rb 0.769 -1.152 0.432
H 3.441 -1.245 -1.931
H 1.879 -0.249 4.762
H 2.867 -5.746 1.111
Cl 5.123 -2.249 -0.629
C 4.402 0.390 -0.751
H 1.246 1.677 -5.294
Cl 5.408 -0.773 -3.111
H -0.287 -0.397 2.645
N 0.617 0.697 -3.074
H 2.175 0.585 2.243
H -7.519 1.654 0.824
O -0.869 -4.908 -0.076
H -5.283 0.987 1.754
C 1.018 2.313 2.675
H 2.692 -5.226 -1.292
C -0.105 -4.112 0.483
C -5.382 1.401 0.758
O 1.187 -1.828 2.981
O 3.334 0.488 -0.115
C -0.082 4.394 3.145
N 0.576 2.324 1.421
H -5.658 2.876 -2.846
H 0.674 -2.399 2.355
O -2.650 2.323 -3.047
N -2.128 1.510 -0.956
C 0.314 -0.831 3.456
O -2.359 0.784 1.232
H 0.696 0.838 -6.762
H 2.781 1.570 3.575
C 0.910 -0.431 -3.770
H 0.493 0.864 4.761
C 0.530 0.956 -5.692
C 1.689 -4.796 -1.192
C 0.711 3.345 3.567
C 1.876 1.162 3.118
H -0.380 -1.251 4.197
H -0.093 1.329 -3.426
C -6.712 2.308 -1.046
H -0.501 3.304 -0.019
O 2.169 -3.171 0.539
H 1.443 1.227 -1.329
H 1.676 -5.084 2.255
O -0.416 -3.181 1.278
C -0.541 4.398 1.835
H 0.944 -5.535 -1.480
C 1.146 0.256 4.128
H 1.183 -6.332 1.089
H -7.686 2.593 -1.430
H 1.607 -3.939 -1.863
H -0.327 5.204 3.823
C -0.175 3.342 1.015
O 1.333 -1.470 -3.321
C -2.808 1.222 0.184
C -6.618 1.779 0.234
H -0.487 1.323 -5.527
C -5.581 2.461 -1.848
C 1.819 -5.458 1.239
N 0.701 0.627 -1.678
C 4.441 -0.942 -1.633
H -1.159 5.204 1.461
H -0.192 0.939 -1.278
C -2.960 1.996 -1.902
H 1.098 3.314 4.579
C -4.366 2.065 -1.330
O 5.397 1.114 -0.813

# 2
65
Properties=species:S:1:pos:R:3 method="wB97M-V/def2-TZVPD" homo_lumo_gap_ev=7.7 e_tot_ev=-51828.2233 homo_energy_ev=-7.80 spin_multiplicity=1
H 2.820 1.219 2.234
H 4.778 -3.820 -0.095
C 2.119 0.122 -3.302
F -0.884 -0.424 2.507
C 1.752 0.983 2.185
H 0.041 3.492 -2.005
H 4.022 -6.124 0.176
H 2.641 0.424 -2.397
H 5.316 -1.702 0.560
H -2.543 3.654 -0.042
C -2.448 -0.135 -1.175
F 1.239 1.446 3.371
H -0.115 1.577 -3.645
H -1.449 1.659 -2.520
C -2.896 0.111 3.631
C 0.340 2.477 -1.730
H -1.103 -1.707 -1.736
H -2.911 5.236 0.641
C 4.800 -1.356 -0.335
H -0.042 -4.739 0.408
C 1.931 -5.573 0.300
O 2.585 -0.598 -0.337
F -6.034 1.214 2.291
H -2.924 0.736 -1.640
H -1.984 2.766 1.988
H -3.240 -0.890 -1.109
C -2.096 4.634 0.197
H 0.334 -0.891 -3.933
C -1.301 3.587 2.262
H 1.590 -6.594 0.419
O 0.045 2.230 -0.354
H 2.782 -0.539 -3.863
F 1.784 -0.524 2.390
C -4.043 0.679 1.197
H -0.329 3.184 2.563
H -1.793 5.175 -0.699
H -0.911 2.058 -0.256
F -2.298 -0.181 4.791
N -0.125 0.083 -2.120
H 5.217 -1.892 -1.189
C 3.721 -4.021 0.015
C -2.703 0.262 1.188
H -4.796 0.619 4.515
C 3.307 -5.314 0.163
H 4.967 -0.290 -0.460
C 1.019 -4.555 0.293
Y 0.474 -0.111 0.452
C -2.188 -0.013 2.462
N -1.856 0.150 0.121
C -1.132 4.688 1.303
C -4.763 0.793 2.372
C -0.380 1.456 -2.591
H -1.656 4.062 3.187
H 1.423 2.403 -1.819
C 0.838 -0.634 -2.990
C 2.812 -2.936 -0.005
C -1.379 -0.712 -2.092
O 0.506 -2.283 0.184
C 1.418 -3.200 0.156
H 1.076 -1.574 -2.488
C 3.317 -1.598 -0.218
C -4.218 0.518 3.609
H -1.778 -0.816 -3.111
H 1.945 1.001 -3.922
F -4.644 1.044 0.045

# 3
60
Properties=species:S:1:pos:R:3 method="wB97M-V/def2-TZVPD" homo_lumo_gap_ev="6.5 / 6.5" e_tot_ev=-37241.1653 homo_energy_ev="-17.73 / -17.73" spin_multiplicity=1 total_charge=+3
H -6.055 -0.344 1.973
C 2.004 3.340 -1.634
H -2.547 3.358 -2.207
O -1.101 -1.401 -2.243
H -1.145 -5.089 -1.764
H -0.333 2.757 -2.886
H 5.364 3.867 -1.405
O -0.294 -3.287 -1.273
H -5.251 -1.174 4.010
H -1.660 -3.729 -2.829
H -3.383 1.075 -2.200
C -0.772 2.153 -2.087
N 1.601 -0.232 -0.906
C 4.471 3.259 -1.321
C 3.285 3.861 -1.710
H -1.024 1.216 -2.674
H 3.108 -2.315 2.328
H 1.672 -0.944 3.535
H 0.653 -2.056 2.652
C 0.546 0.024 2.032
H 0.123 0.575 2.874
C 2.190 -2.343 0.394
C 3.747 0.946 -0.653
H -4.883 0.332 0.127
Mo -0.457 -0.012 -0.844
C -4.267 0.006 0.956
C -1.847 -0.400 1.629
H -0.007 -4.433 -2.984
C -4.500 -0.907 3.276
C -3.054 1.511 -1.253
H -1.111 -1.109 3.464
N -2.362 0.483 -0.446
N 0.262 1.776 -1.133
H 4.178 0.041 -0.251
H -1.892 3.219 -0.580
H 3.358 -1.383 -1.148
C -0.834 -4.210 -2.316
C -2.021 -0.865 2.932
H 1.206 4.028 -1.891
H -3.033 -1.488 4.654
C -2.882 0.025 0.721
H 1.225 0.721 1.539
C 2.364 0.906 -0.927
C 1.587 2.073 -1.233
H 1.913 -2.108 -1.727
H 2.859 -3.194 0.255
N -0.586 -0.217 1.096
C -2.087 2.667 -1.500
H 3.359 4.880 -2.070
H 5.670 1.734 -0.517
C 4.655 1.974 -0.809
C 2.532 -1.629 1.707
H 3.188 -0.770 1.545
C 1.321 -1.199 2.532
H -3.931 1.887 -0.730
H 1.191 -2.772 0.475
C 2.312 -1.528 -0.894
C -4.977 -0.411 2.063
C -0.463 -2.045 -1.380
C -3.183 -1.097 3.655

# 4
60
Properties=species:S:1:pos:R:3 method="wB97M-V/def2-TZVPD" homo_lumo_gap_ev=8.6 e_tot_ev=-47356.5331 homo_energy_ev=-11.33 spin_multiplicity=1 total_charge=+1
H 4.144 2.141 -0.864
C -2.074 0.815 -1.249
C 4.697 -0.073 2.232
C 5.465 0.783 0.130
H -3.962 -2.287 0.086
C -0.696 0.778 -1.131
C -0.778 2.661 0.351
C -3.018 -1.922 0.454
C 3.326 1.462 0.991
H 0.689 -3.852 1.180
H 2.211 -3.332 0.777
H 1.464 2.224 1.750
C 0.282 1.016 -3.897
C -0.590 -0.945 1.402
C 2.038 2.222 0.817
H 1.378 -0.716 -3.197
O 1.973 -1.188 -0.373
H -4.159 -0.570 3.312
O 0.693 -2.656 -1.934
C -2.986 -1.146 1.610
C -1.855 -2.190 -0.246
H -4.754 2.639 -0.232
H -5.729 0.293 -0.078
C 5.665 -0.012 1.246
C 0.956 0.209 -2.801
O -0.007 -0.238 -1.817
N -4.779 0.537 0.171
H -2.564 0.093 -1.882
H -1.854 -2.755 -1.164
H -0.290 3.403 0.962
C 3.528 0.657 2.102
H -5.557 1.033 2.095
H -5.061 -1.413 2.036
H 1.742 0.779 -2.301
C -1.761 -0.685 2.091
H 1.019 1.270 -4.652
C -4.331 1.691 -0.599
H -1.730 -0.097 2.995
C -0.023 1.693 -0.303
H 4.852 -0.687 3.107
C -4.266 -0.697 2.235
C -4.643 0.666 1.610
H 6.577 -0.581 1.348
H 2.228 3.258 0.508
S 0.777 -1.828 -0.784
H -3.838 1.373 1.821
H -4.659 1.545 -1.630
N 1.286 -3.548 0.416
C -2.156 2.682 0.230
H 1.372 -4.302 -0.261
H 0.368 -0.578 1.732
H -0.142 1.935 -3.499
C 4.300 1.518 0.004
O 1.312 1.544 -0.207
H -0.510 0.436 -4.365
C -0.668 -1.680 0.236
H -2.713 3.444 0.755
H 2.776 0.611 2.878
H 6.219 0.833 -0.640
C -2.826 1.753 -0.552